Record 1
The following is a quantum chemistry calculation of a single C2H4N2O2S molecule, from the OMol25 dataset.

**Total energy**: -736.6013 hartree
**E_HOMO**: -0.326 hartree
**LUMO energy**: 0.70 eV
**Energy above the lowest of the compared OMol25 structures with the same formula, charge and spin**: 5.539 eV
**Net charge**: 0

Each line ends with the natural charge from an NBO analysis.
CARTESIAN COORDINATES (ANGSTROEM)
1 C 1.18252 -1.22791 1.59963  -0.192
2 C -0.56575 -0.01966 -0.52894  0.029
3 N 0.43708 -0.62985 -1.35996  -0.320
4 N 0.55941 -0.13090 1.67867  -0.306
5 O 0.66483 -1.94789 -1.11898  -0.519
6 O -0.08295 0.67056 0.59594  -0.417
7 S 1.40457 -2.37222 0.48798  0.572
8 H -1.31982 -0.77247 -0.28256  0.189
9 H -1.00780 0.79832 -1.10793  0.212
10 H 0.52346 0.44717 2.50468  0.408
11 H 1.31053 -0.09860 -1.36464  0.345


Record 2
The following is a quantum chemistry calculation of a molecular structure, C22H39N3O4PdS, from the OMol25 dataset.

**Total energy**: -1852.7350 hartree
**E_HOMO**: 0.068 hartree
**LUMO energy**: 4.42 eV
**Energy above the lowest of the compared OMol25 structures with the same formula, charge and spin**: 4.706 eV
**Net charge**: -2

Each line ends with the natural charge from an NBO analysis.
CARTESIAN COORDINATES (ANGSTROEM)
1 Pd 0.90483 -0.53855 0.46814  0.256
2 C -1.60431 -4.33666 1.22626  -0.412
3 N -1.14197 -3.64240 2.40475  -0.455
4 C -1.52825 -4.21929 3.66309  -0.393
5 C 0.00069 -2.84662 2.27388  0.639
6 O 0.63625 -2.84792 1.23628  -0.564
7 C 0.20851 -1.76307 3.30336  -0.175
8 O -0.58703 -0.69433 2.79802  -0.535
9 C -0.40467 0.57496 3.41195  -0.150
10 C -0.60072 1.57207 2.30039  0.607
11 O 0.21829 1.62199 1.39625  -0.565
12 N -1.86935 2.16775 2.15723  -0.454
13 C -2.33125 2.96174 3.27598  -0.401
14 C -2.05916 2.83748 0.87692  -0.427
15 H -1.26918 -5.38367 1.19528  0.159
16 H -1.21382 -3.81851 0.35445  0.265
17 H -2.69737 -4.32038 1.19703  0.183
18 H -1.32657 -5.30001 3.68876  0.166
19 H -2.59874 -4.07542 3.85296  0.179
20 H -0.97710 -3.75797 4.47883  0.202
21 H 1.26979 -1.49368 3.29873  0.246
22 H -0.11718 -2.01901 4.32001  0.143
23 H 0.61971 0.65678 3.79750  0.191
24 H -1.11530 0.67763 4.24091  0.155
25 H -2.12904 2.45202 4.21772  0.192
26 H -3.40954 3.11945 3.19181  0.188
27 H -1.84884 3.95205 3.31070  0.162
28 H -1.59665 2.25778 0.07988  0.282
29 H -1.60913 3.84049 0.87057  0.167
30 H -3.12942 2.93326 0.68342  0.185
31 C 5.13450 -0.77016 0.41221  -0.843
32 S 3.31545 -0.82220 0.93734  1.244
33 C 3.40455 0.97678 1.23958  -0.830
34 O 3.41305 -1.41858 2.31096  -1.055
35 H 5.72377 -0.25797 1.17606  0.191
36 H 5.18909 -0.24736 -0.54403  0.212
37 H 5.47114 -1.80071 0.29671  0.201
38 H 3.76824 1.47984 0.34398  0.227
39 H 4.06993 1.13176 2.09220  0.195
40 H 2.39726 1.30833 1.46029  0.258
41 C 2.86884 1.89938 -2.21580  -0.629
42 C 2.14744 1.53129 -3.51823  -0.213
43 C 2.62784 0.15734 -4.00610  -0.624
44 C 0.63162 1.56832 -3.36530  -0.132
45 C -0.04968 2.46034 -4.15475  -0.219
46 C -1.44370 2.59463 -4.12320  -0.474
47 C -2.13576 1.72987 -3.27710  -0.152
48 C -1.54485 0.78251 -2.46056  -0.203
49 C -2.58893 -0.14620 -1.81989  -0.215
50 C -2.26275 -0.90984 -0.54611  -0.598
51 C -3.04320 -1.16356 -2.88392  -0.600
52 C -0.05490 0.66366 -2.37757  0.163
53 N 0.67979 -0.12308 -1.65214  -1.088
54 H 3.96151 1.85517 -2.33794  0.156
55 H 2.53777 1.17747 -1.46572  0.266
56 H 2.59193 2.90755 -1.88994  0.187
57 H 2.41500 2.27895 -4.27978  0.158
58 H 2.28943 -0.57792 -3.27148  0.268
59 H 3.72346 0.11948 -4.08712  0.157
60 H 2.19772 -0.08071 -4.98445  0.182
61 H 0.51881 3.09958 -4.83577  0.155
62 H -1.96208 3.32030 -4.74285  0.161
63 H -3.22916 1.78382 -3.28774  0.144
64 H -3.46341 0.48328 -1.58873  0.160
65 H -1.51087 -1.67210 -0.73942  0.226
66 H -3.17638 -1.38810 -0.15711  0.154
67 H -1.86469 -0.24947 0.22273  0.214
68 H -2.18546 -1.76647 -3.19271  0.208
69 H -3.43303 -0.64876 -3.76434  0.195
70 H -3.82278 -1.83443 -2.49329  0.159


Record 3
The following is a quantum chemistry calculation of 3 unconnected molecules or ions with the total composition C4H11FN3, from the OMol25 dataset.

**Total energy**: -422.7575 hartree
**E_HOMO**: -0.364 hartree
**LUMO energy**: -6.08 eV
**Energy above the lowest of the compared OMol25 structures with the same formula, charge and spin**: 4.419 eV
**Net charge**: +1

Each line ends with the natural charge from an NBO analysis.
CARTESIAN COORDINATES (ANGSTROEM)
1 C -4.60377 1.80873 -0.04758  0.569
2 C -4.95028 -2.16518 0.21925  -0.780
3 C 5.96435 0.67230 0.59462  -0.409
4 C -3.85134 -1.59069 -0.59157  0.737
5 N -4.52910 0.66858 -0.23470  -0.500
6 N -4.85840 3.09873 0.15858  -0.844
7 N 6.16103 0.45229 -0.80483  -0.868
8 F -2.57290 -1.71829 -0.21101  -0.219
9 H -5.85320 -1.57182 0.24202  0.305
10 H -5.14304 -3.12804 -0.20397  0.303
11 H -4.71206 -2.34957 1.29644  0.282
12 H 5.60055 -0.16553 1.21397  0.201
13 H 6.82904 1.18567 1.00199  0.190
14 H 5.23631 1.47865 0.66325  0.155
15 H -4.20574 -1.31559 -1.61809  0.243
16 H -4.51733 3.63804 -0.60706  0.433
17 H -5.29114 3.57400 1.01490  0.472
18 H 5.52280 -0.26334 -1.18654  0.359
19 H 6.30087 1.26180 -1.41189  0.372


Record 4
The following is a quantum chemistry calculation of a single C3H11N3 molecule, from the OMol25 dataset.

**Total energy**: -285.0933 hartree
**E_HOMO**: -0.290 hartree
**SMILES**: CCC(N)(N)N
**LUMO energy**: 1.09 eV
**Energy above the lowest of the compared OMol25 structures with the same formula, charge and spin**: 2.301 eV
**Net charge**: 0

Each line ends with the natural charge from an NBO analysis.
CARTESIAN COORDINATES (ANGSTROEM)
1 C -1.74604 -1.16724 0.13538  -0.630
2 C -1.00039 0.06830 0.58717  -0.433
3 C 0.69075 0.40522 -0.03701  0.453
4 N 0.28434 0.45266 -1.34855  -0.861
5 N 1.08262 1.65653 0.40950  -0.883
6 N 1.62445 -0.57246 0.27896  -0.893
7 H -2.05526 -1.07761 -0.91005  0.190
8 H -2.65832 -1.31589 0.72642  0.217
9 H -1.13835 -2.07125 0.23819  0.198
10 H -1.58603 0.97516 0.42538  0.198
11 H -0.78311 0.00853 1.65693  0.186
12 H -0.40433 -0.10230 -1.83851  0.390
13 H 1.27683 0.28446 -2.09152  0.311
14 H 1.06206 2.44411 -0.22456  0.397
15 H 1.33601 1.87543 1.36324  0.386
16 H 1.45221 -1.54854 0.06884  0.382
17 H 2.56256 -0.31511 0.56017  0.392


Record 5
The following is a quantum chemistry calculation of 2 unconnected molecules or ions with the total composition C8H16Si, from the OMol25 dataset.

**Total energy**: -603.6987 hartree
**E_HOMO**: -0.271 hartree
**SMILES**: CC=[Si](CC)CC.C#C
**LUMO energy**: 0.79 eV
**Energy above the lowest of the compared OMol25 structures with the same formula, charge and spin**: 6.094 eV
**Net charge**: 0

Each line ends with the natural charge from an NBO analysis.
CARTESIAN COORDINATES (ANGSTROEM)
1 C 1.52672 2.15637 1.09809  -0.635
2 C 0.86011 0.83511 1.35681  -0.857
3 Si 0.39049 -0.50563 0.21533  1.387
4 C -0.69227 -1.95573 0.87780  -0.848
5 C -1.16613 -2.09391 2.31565  -0.591
6 C 0.89700 -0.47452 -1.65286  -0.810
7 C -0.19241 -0.89837 -2.73119  -0.580
8 H 1.59831 2.45623 -0.06554  0.181
9 H 0.86758 2.94621 1.55381  0.204
10 H 2.48108 2.05996 1.52893  0.216
11 H 0.61597 0.92927 2.38643  0.215
12 H -1.52203 -2.04401 0.18651  0.226
13 H -0.13509 -2.96759 0.51924  0.217
14 H -1.63522 -2.95639 2.48174  0.204
15 H -0.30414 -1.95344 2.87874  0.209
16 H -1.84712 -1.26031 2.38987  0.208
17 H 1.13164 0.47474 -1.84898  0.225
18 H 1.77526 -1.07412 -1.68838  0.228
19 H 0.09853 -0.55706 -3.62819  0.204
20 H -0.38265 -1.95008 -2.77675  0.202
21 H -1.05697 -0.43423 -2.40742  0.203
22 C -1.85565 3.71544 -1.88159  -0.232
23 C -1.23549 3.05621 -1.10595  -0.220
24 H -2.60474 3.90188 -2.57211  0.221
25 H -0.50345 2.85179 -0.40898  0.224


Record 6
The following is a quantum chemistry calculation of a molecular structure, C26H36BN2O2PtSiTe, from the OMol25 dataset.

**Total energy**: -1974.1867 hartree
**E_HOMO**: -0.128 hartree
**LUMO energy**: 2.60 eV
**Energy above the lowest of the compared OMol25 structures with the same formula, charge and spin**: 0.157 eV
**Net charge**: -1

Each line ends with the natural charge from an NBO analysis.
CARTESIAN COORDINATES (ANGSTROEM)
1 Pt -0.61755 0.80446 -0.15034  0.027
2 C -1.56907 -2.51394 2.43029  -0.420
3 N -0.70863 -2.90001 1.33189  -0.432
4 C -1.12766 -4.16457 0.76071  -0.410
5 C 0.68478 -2.94928 1.70915  -0.222
6 C 1.33920 -1.61138 2.01022  -0.218
7 N 1.49739 -0.66696 0.90851  -0.454
8 C 2.08394 -1.27795 -0.27146  -0.425
9 C 2.30826 0.44857 1.37970  -0.417
10 H -1.42444 -3.16358 3.31400  0.147
11 H -2.60857 -2.57223 2.11172  0.217
12 H -1.38655 -1.47954 2.72236  0.208
13 H -1.00712 -5.00620 1.46895  0.146
14 H -0.54234 -4.37908 -0.13453  0.200
15 H -2.17438 -4.10411 0.46568  0.216
16 H 1.22806 -3.46027 0.91194  0.198
17 H 0.82042 -3.56718 2.62002  0.156
18 H 2.33466 -1.85086 2.43230  0.157
19 H 0.78795 -1.09361 2.79944  0.200
20 H 2.99663 -1.85434 -0.03386  0.152
21 H 2.34621 -0.49096 -0.97825  0.214
22 H 1.36165 -1.93237 -0.75943  0.216
23 H 3.27744 0.10010 1.78075  0.146
24 H 1.77549 0.99167 2.16000  0.215
25 H 2.48960 1.14230 0.55991  0.223
26 C -1.45161 3.60870 -2.15679  -1.140
27 Si -0.15888 2.28119 -1.79495  1.332
28 C 0.07256 1.31236 -3.39704  -1.146
29 C 1.44074 3.32829 -1.58445  -0.475
30 C 1.84426 3.83163 -0.34274  -0.149
31 C 2.98177 4.61795 -0.20545  -0.250
32 C 3.75924 4.92698 -1.31274  -0.223
33 C 3.38285 4.44444 -2.55753  -0.236
34 C 2.24355 3.65790 -2.68285  -0.208
35 H -1.05385 4.33720 -2.87092  0.215
36 H -1.72644 4.13754 -1.24073  0.231
37 H -2.36239 3.17303 -2.57600  0.237
38 H 0.29211 2.00362 -4.21772  0.214
39 H -0.85864 0.79021 -3.62735  0.246
40 H 0.86508 0.56409 -3.33687  0.229
41 H 1.25890 3.59745 0.53256  0.223
42 H 3.26637 4.98126 0.77588  0.198
43 H 4.65086 5.53376 -1.20641  0.195
44 H 3.97387 4.68235 -3.43496  0.196
45 H 1.97934 3.29102 -3.66883  0.198
46 O -2.26768 2.70577 1.46152  -0.679
47 B -0.94983 2.23694 1.15869  0.766
48 O -0.06287 2.92331 2.06030  -0.715
49 C -0.82320 3.76390 2.81674  0.295
50 C -0.42390 4.63527 3.80349  -0.283
51 C -1.42170 5.39031 4.42666  -0.236
52 C -2.75537 5.25548 4.06412  -0.237
53 C -3.14879 4.36172 3.06386  -0.248
54 C -2.15654 3.63046 2.45212  0.223
55 H 0.61847 4.72418 4.07959  0.216
56 H -1.14892 6.09286 5.20389  0.203
57 H -3.50572 5.85523 4.56364  0.203
58 H -4.18530 4.24258 2.77852  0.218
59 Te -2.22063 -1.09353 -1.02010  -0.270
60 C -3.44685 0.20552 -2.17217  -0.251
61 C -3.60658 0.03854 -3.54641  -0.203
62 C -4.43363 0.88439 -4.27863  -0.242
63 C -5.12049 1.91052 -3.64675  -0.249
64 C -4.96549 2.08905 -2.27716  -0.210
65 C -4.13566 1.24849 -1.54884  -0.253
66 H -3.07098 -0.75680 -4.05172  0.201
67 H -4.53637 0.74116 -5.34844  0.197
68 H -5.76568 2.56926 -4.21551  0.198
69 H -5.48231 2.89797 -1.77345  0.201
70 H -3.99549 1.41186 -0.48705  0.230


Max |F| values (in eV Å⁻¹) by entry order: 1.45 0.96 4.12 8.29 4.94 1.05.